Record 1
A cluster of 11 separate species, C40H78IN2O11S in total. Source: OMol25; level of theory: ωB97M-V with the def2-TZVPD basis set.

Positions of all 133 atoms, in Å:
C (-6.10460, -3.63926, 1.35803)
C (-4.82500, -4.44113, 1.72630)
S (-3.81251, -3.52172, 2.95018)
C (-2.05012, -3.62760, 2.47817)
C (-1.81162, -2.70259, 1.28721)
C (-2.75004, -2.24310, 0.44450)
N (-2.13613, -1.41738, -0.50252)
I (-3.22906, -0.49324, -1.98238)
C (-0.82724, -1.38416, -0.24088)
C (0.12276, -0.57868, -1.07025)
C (1.53308, -1.17701, -1.23525)
C (1.57770, -2.69748, -1.49479)
C (0.72227, -3.15370, -2.69929)
O (0.44852, -2.08621, -3.60300)
N (-0.62223, -2.13393, 0.82980)
H (-6.27075, -2.85813, 2.10890)
H (-5.97466, -3.09526, 0.41084)
H (-6.97239, -4.28672, 1.22922)
H (-5.16891, -5.41940, 2.09661)
H (-4.25246, -4.61202, 0.80795)
H (-1.83127, -4.67283, 2.23703)
H (-1.49458, -3.36799, 3.38238)
H (-3.81322, -2.40900, 0.39114)
H (0.15062, 0.44179, -0.65749)
H (-0.30368, -0.46659, -2.07166)
H (2.01273, -0.64877, -2.06424)
H (2.14449, -0.95895, -0.34870)
H (1.24208, -3.23878, -0.60547)
H (2.61882, -2.93730, -1.72810)
H (1.30875, -3.90986, -3.24336)
H (-0.18474, -3.68057, -2.36137)
H (-0.24245, -2.42214, -4.18608)
H (0.27825, -2.27746, 1.26508)
C (-4.35358, 0.54326, 4.09113)
C (-3.05712, 1.25741, 3.79870)
O (-2.73928, 2.27045, 4.37390)
C (-2.16070, 0.63009, 2.76171)
H (-4.87833, 1.07498, 4.88208)
H (-4.98776, 0.49837, 3.20463)
H (-4.11749, -0.46577, 4.43529)
H (-2.66782, 0.57752, 1.80201)
H (-1.87425, -0.37157, 3.09040)
H (-1.26097, 1.23526, 2.64992)
C (-4.83840, -9.46240, 4.37009)
C (-4.72180, -7.96262, 4.34915)
O (-4.89970, -7.32827, 3.32687)
C (-4.37575, -7.27797, 5.64366)
H (-5.09243, -9.81927, 3.37363)
H (-3.88818, -9.90592, 4.67147)
H (-5.62536, -9.76503, 5.06320)
H (-3.40614, -7.62424, 6.00254)
H (-5.14160, -7.48632, 6.39202)
H (-4.32741, -6.20109, 5.48006)
C (1.93440, 3.24358, 3.59933)
C (1.13161, 3.54936, 2.36103)
O (1.16146, 2.81816, 1.39233)
C (0.29065, 4.79840, 2.37492)
H (2.49034, 2.31956, 3.45048)
H (2.64130, 4.05099, 3.79465)
H (1.26741, 3.12018, 4.45425)
H (0.92559, 5.67427, 2.51643)
H (-0.44736, 4.74121, 3.17713)
H (-0.23047, 4.89328, 1.42422)
C (3.12927, 0.22749, -5.34243)
C (4.44838, 0.68567, -4.77074)
O (5.41720, -0.04072, -4.75655)
C (4.50101, 2.08794, -4.21811)
H (3.22757, -0.79502, -5.70216)
H (2.36017, 0.25511, -4.56783)
H (2.83964, 0.86552, -6.17750)
H (3.78660, 2.19217, -3.40060)
H (4.27019, 2.81001, -5.00022)
H (5.50226, 2.28831, -3.83893)
C (3.68327, 5.13826, -2.16816)
C (2.97693, 5.58264, -3.42312)
O (3.04808, 4.95104, -4.45646)
C (2.17468, 6.85567, -3.33491)
H (4.22456, 4.21484, -2.36361)
H (4.39204, 5.90440, -1.85432)
H (2.95715, 4.96027, -1.37342)
H (2.82695, 7.68762, -3.06426)
H (1.38609, 6.74881, -2.58849)
H (1.71929, 7.06316, -4.30180)
C (5.27012, 9.83068, -0.98331)
C (5.15659, 8.62254, -0.09369)
O (4.26549, 7.81334, -0.23908)
C (6.19854, 8.45826, 0.98563)
H (4.46286, 9.82152, -1.71041)
H (5.19667, 10.74174, -0.38564)
H (6.21906, 9.81107, -1.51687)
H (6.16602, 9.30915, 1.66757)
H (7.19045, 8.38245, 0.53767)
H (5.99649, 7.54863, 1.54845)
C (-1.31512, -5.88958, 7.51305)
C (-1.31301, -7.12550, 8.38346)
O (-2.17667, -7.96849, 8.29752)
C (-0.18071, -7.26194, 9.37021)
H (-2.17800, -5.91178, 6.85176)
H (-1.37336, -4.99592, 8.13623)
H (-0.40722, -5.85949, 6.90781)
H (-0.19208, -6.42470, 10.06990)
H (0.77394, -7.28833, 8.84215)
H (-0.29901, -8.18797, 9.92860)
C (2.88834, 0.61035, -9.87209)
C (1.77597, 1.23165, -9.06453)
O (1.18061, 0.60061, -8.21988)
C (1.43810, 2.67306, -9.35419)
H (3.02554, -0.42379, -9.56231)
H (2.63485, 0.62970, -10.93308)
H (3.81948, 1.15447, -9.70554)
H (1.12249, 2.78065, -10.39308)
H (2.30710, 3.30541, -9.16531)
H (0.62481, 2.99091, -8.70487)
C (-8.17540, -7.03281, 4.17795)
C (-8.85515, -8.34763, 3.88406)
O (-8.89376, -9.23282, 4.70633)
C (-9.48191, -8.50867, 2.52074)
H (-7.77036, -7.05499, 5.18863)
H (-7.35722, -6.87528, 3.47356)
H (-8.89496, -6.21500, 4.10727)
H (-8.71967, -8.40850, 1.74594)
H (-10.25806, -7.75550, 2.37505)
H (-9.93228, -9.49620, 2.44533)
C (7.64748, 8.34635, -4.92299)
C (6.54525, 9.37640, -4.92470)
O (5.86224, 9.57210, -3.94399)
C (6.33076, 10.15152, -6.20015)
H (7.69138, 7.86533, -3.94755)
H (7.44967, 7.58719, -5.68118)
H (8.60687, 8.82600, -5.12287)
H (6.07688, 9.46924, -7.01286)
H (7.23377, 10.70849, -6.45468)
H (5.51156, 10.85426, -6.06212)

Output
highest occupied orbital energy: -10.574 eV
calculated total energy: -3203.69126 hartree
maximum force: 1.8 eV/Å
LUMO: -4.2250 eV
multiplicity: 1
gap between HOMO and LUMO: 6.35 eV
total charge: +1


Record 2
A cluster of 11 separate species, C40H78O19S6 in total. Source: OMol25; level of theory: ωB97M-V with the def2-TZVPD basis set.

Positions of all 143 atoms, in Å:
C (-3.40939, 4.50656, 0.56070)
C (-3.44294, 6.06091, 0.64647)
C (-2.16326, 6.79164, 0.40999)
O (-2.19444, 7.32754, -0.85877)
C (-3.37425, 7.18030, -1.37096)
O (-3.76791, 7.71784, -2.36278)
O (-4.10610, 6.44142, -0.49388)
H (-2.91657, 4.06354, 1.42612)
H (-2.95492, 4.18718, -0.37714)
H (-4.43945, 4.15951, 0.64212)
H (-3.85237, 6.48036, 1.56545)
H (-1.34307, 6.07472, 0.44782)
H (-1.98186, 7.47729, 1.23768)
C (-1.08667, 3.24915, -6.38860)
C (-0.74170, 2.29413, -7.57569)
O (-1.42532, 2.30322, -8.59572)
C (0.20596, 1.14747, -7.51541)
H (-1.27506, 2.72222, -5.45320)
H (-1.89333, 3.95031, -6.60262)
H (-0.23711, 3.91777, -6.24973)
H (-0.24524, 0.44115, -6.81852)
H (1.16838, 1.53253, -7.17838)
H (0.45743, 0.64864, -8.45138)
C (-3.88400, -3.00420, -5.19611)
C (-4.69117, -1.77736, -5.54881)
O (-4.82672, -0.86609, -4.74174)
C (-5.44198, -1.72793, -6.93651)
H (-3.57039, -3.03418, -4.15263)
H (-2.91040, -2.98413, -5.68580)
H (-4.27102, -3.98080, -5.48691)
H (-4.67558, -1.64527, -7.70716)
H (-6.04090, -0.81767, -6.90763)
H (-5.96028, -2.67038, -7.11326)
C (4.62509, 5.79988, -7.18221)
C (4.36592, 6.15970, -8.62055)
O (4.28901, 7.33046, -8.96528)
C (4.18245, 5.02369, -9.58658)
H (5.69074, 5.87860, -6.96701)
H (4.33954, 4.83464, -6.76407)
H (4.03471, 6.46167, -6.54850)
H (4.54238, 5.31991, -10.57187)
H (3.11232, 4.82630, -9.64935)
H (4.62995, 4.09060, -9.24426)
C (5.29557, -3.84525, 4.43334)
C (4.06120, -3.71051, 5.31141)
O (3.26072, -2.77188, 5.11407)
C (3.71488, -4.77797, 6.36404)
H (5.17676, -4.78264, 3.88994)
H (6.21954, -3.92225, 5.00644)
H (5.46116, -3.02881, 3.73041)
H (2.87897, -4.41067, 6.95939)
H (4.52094, -4.91057, 7.08570)
H (3.40513, -5.69050, 5.85469)
C (6.24935, 1.91580, 7.34988)
C (5.64662, 3.26474, 6.94866)
C (5.39539, 3.24031, 5.42907)
S (6.97569, 2.53117, 4.74451)
O (7.90093, 3.61342, 4.43400)
O (6.50664, 1.59450, 3.72709)
C (7.40594, 1.62204, 6.29073)
H (5.46554, 1.16793, 7.22976)
H (6.61014, 1.88360, 8.37793)
H (6.36531, 4.03761, 7.22112)
H (4.75500, 3.42814, 7.55397)
H (5.19545, 4.09060, 4.77705)
H (4.62348, 2.54537, 5.09842)
H (8.36149, 1.96291, 6.68924)
H (7.59419, 0.56884, 6.08233)
C (0.08089, -1.04552, -0.69610)
C (0.48267, -0.28529, 0.50873)
C (1.77843, 0.55303, 0.25581)
S (2.41454, -0.02230, -1.41841)
O (3.83352, -0.38664, -1.37644)
O (1.98443, 0.98409, -2.44578)
C (1.35995, -1.52981, -1.39414)
H (-0.46110, -0.37743, -1.36542)
H (-0.60189, -1.88457, -0.56227)
H (0.47621, -0.89543, 1.41194)
H (-0.37248, 0.33081, 0.78668)
H (2.55504, 0.25875, 0.96176)
H (1.66144, 1.63544, 0.20283)
H (1.85857, -2.22626, -0.72002)
H (1.37113, -1.88595, -2.42426)
C (-2.82791, -7.45136, 2.71246)
C (-4.03679, -8.29663, 3.21920)
C (-3.88004, -8.30011, 4.74804)
S (-3.17526, -6.65348, 5.27319)
O (-1.94726, -6.95403, 6.00822)
O (-4.22038, -5.72956, 5.77048)
C (-2.75688, -6.15863, 3.54063)
H (-2.93730, -7.15043, 1.67056)
H (-1.87905, -7.95244, 2.90399)
H (-4.15817, -9.30965, 2.83561)
H (-4.97101, -7.79502, 2.96678)
H (-3.11803, -9.04315, 4.98332)
H (-4.64126, -8.71464, 5.40897)
H (-1.77922, -5.68028, 3.59942)
H (-3.49948, -5.41763, 3.24472)
C (-3.52793, 1.29117, 7.49643)
C (-2.42358, 0.46414, 8.15091)
C (-1.06354, 0.97420, 7.55759)
S (-1.33119, 2.79367, 7.28068)
O (-1.15632, 3.22991, 5.88711)
O (-0.65088, 3.51855, 8.34697)
C (-3.15476, 2.75208, 7.64280)
H (-4.48184, 1.07723, 7.97850)
H (-3.59140, 1.02109, 6.44233)
H (-2.57594, -0.61437, 8.10958)
H (-2.50249, 0.65224, 9.22164)
H (-0.88592, 0.65158, 6.53169)
H (-0.16249, 0.73941, 8.12423)
H (-3.74636, 3.40254, 6.99860)
H (-3.20907, 3.03078, 8.69518)
C (6.45632, -1.30103, -9.59758)
C (7.16084, -0.49161, -8.48550)
C (6.61487, -0.91414, -7.14439)
S (6.05227, -2.62982, -7.34959)
O (4.60997, -2.66900, -7.19093)
O (7.00523, -3.47901, -6.60865)
C (6.35223, -2.72128, -9.15177)
H (6.94108, -1.30728, -10.57384)
H (5.45643, -0.88741, -9.72888)
H (7.22132, 0.54357, -8.82141)
H (8.20734, -0.79203, -8.53732)
H (5.75853, -0.29064, -6.88741)
H (7.31649, -0.89355, -6.31048)
H (5.63270, -3.39973, -9.61010)
H (7.30695, -3.22510, -9.30268)
C (-8.89350, 0.28940, 1.58135)
C (-9.30902, -0.87344, 2.47620)
C (-8.07328, -1.67204, 2.98603)
S (-6.95586, -1.52800, 1.54842)
O (-6.94511, -2.83566, 0.82965)
O (-5.69284, -0.87367, 1.96493)
C (-7.95571, -0.38851, 0.55567)
H (-8.49134, 1.16299, 2.09439)
H (-9.80737, 0.61178, 1.08233)
H (-9.99556, -1.55287, 1.97109)
H (-9.91814, -0.58342, 3.33233)
H (-8.22240, -2.66689, 3.40573)
H (-7.59191, -1.09727, 3.77724)
H (-8.60860, -0.93267, -0.12677)
H (-7.32801, 0.28909, -0.02308)

Output
highest occupied orbital energy: -9.203 eV
calculated total energy: -5389.37339 hartree
maximum force: 4.0 eV/Å
LUMO: 0.0132 eV
multiplicity: 1
gap between HOMO and LUMO: 9.22 eV
total charge: 0